Density functional theory data (the ωB97M-V functional and the def2-TZVPD basis) for a cluster of 3 separate species, C5H19N6 in total.

Positions of all 30 atoms, in Å:
C 2.44676 0.11490 -0.98587
C -1.45697 -1.59160 3.11828
C -0.68419 -2.30173 2.06979
C 1.24065 -0.40612 -1.72148
C -0.08666 2.16453 -1.32569
N -2.26970 -0.52400 2.38452
N 0.25850 -1.03955 -1.21714
N 1.27220 -0.08824 -2.99879
N -1.30284 2.56935 -1.56228
N 0.78381 3.23902 -1.35646
N 0.21283 -1.39390 1.38038
H 3.29604 -0.52726 -1.33017
H 2.54707 1.16712 -1.27921
H 2.42815 0.12188 0.11749
H -2.18446 -2.19921 3.71901
H -0.82406 -1.18489 3.93860
H -1.34583 -2.78916 1.36355
H -0.12498 -3.04918 2.54177
H -2.87203 -0.00110 3.05209
H -2.90887 -0.84379 1.66762
H 0.01565 -1.08057 -0.11224
H -0.56836 -1.30128 -1.74496
H 0.61317 -0.47821 -3.63759
H 1.84171 0.62775 -3.41848
H -1.45644 3.53427 -1.43005
H -2.13839 2.13314 -1.32759
H 0.38305 4.05397 -1.73242
H 1.75092 3.11888 -1.35961
H 1.18009 -1.52489 1.47218
H -0.04682 -0.52013 1.71474

## Properties
highest occupied orbital energy = -0.430 hartree
energy = -530.16490 Ha
molar mass = 163.25 g/mol
net charge = +1
gap between HOMO and LUMO = 9.429 eV